Arrangement A

Below is a single C3H2N4O molecule, with properties calculated with ωB97M-V/def2-TZVPD.

Its structure (SMILES) is O=Cc1ncnnn1. For the HOMO energy, the calculation gives -0.36811 hartree. Its HOMO-LUMO gap is 8.797 eV. The charge is 0.

Element x y z (Å)
C -1.959 0.113 0.142
C -0.514 -0.245 -0.077
C 1.589 0.643 -0.017
H -2.171 1.228 0.403
H 2.378 1.515 -0.277
N 0.281 0.855 -0.212
N 2.056 -0.573 0.264
N 1.218 -1.513 0.025
N -0.046 -1.426 -0.273
O -2.831 -0.597 0.022

Arrangement B

Below is a single C3H2N4O molecule, with properties calculated with ωB97M-V/def2-TZVPD.

Its structure (SMILES) is O=c1ncnncn1. For the HOMO energy, the calculation gives -0.35709 hartree. Its HOMO-LUMO gap is 8.716 eV. The charge is 0.

Element x y z (Å)
C 1.265 -0.181 -0.538
C -0.590 -1.211 -0.002
C -0.276 1.392 -0.082
H -1.410 -1.887 0.088
H -0.891 2.226 -0.416
N 0.367 -1.219 -0.843
N -0.682 -0.452 1.272
N -0.564 0.751 1.164
N 0.581 0.967 -0.937
O 2.201 -0.387 0.295

Arrangement C

Below is a single C3H2N4O molecule, with properties calculated with ωB97M-V/def2-TZVPD.

Its structure (SMILES) is c1nc2oncn2n1. For the HOMO energy, the calculation gives -0.38015 hartree. Its HOMO-LUMO gap is 10.585 eV. The charge is 0.

Element x y z (Å)
C 1.161 1.463 0.123
C -0.021 0.064 -0.877
C -0.967 -1.241 0.658
H 1.880 2.286 0.150
H -1.003 -1.724 1.583
N 0.816 1.031 -1.144
N -1.691 -1.471 -0.463
N 0.058 -0.328 0.414
N 0.757 0.649 1.055
O -0.989 -0.730 -1.499

Arrangement D

Below is a molecular structure, C3H2N4O, with properties calculated with ωB97M-V/def2-TZVPD.

For the HOMO energy, the calculation gives -0.40226 hartree. Its HOMO-LUMO gap is 9.319 eV. The charge is 0.

Element x y z (Å)
C -2.010 -0.116 -0.116
C -0.556 0.086 0.118
C 2.052 0.137 -0.029
H 3.022 0.321 0.292
H 1.895 -2.020 -0.361
N -3.204 -0.102 -0.073
N -0.110 1.163 -0.260
N 1.330 1.202 0.191
N 1.415 -1.066 -0.597
O 0.269 -0.916 0.674

Computed stability ranking, most favorable first: arrangement C, arrangement A, arrangement B, arrangement D

Arrangement A

Below is 3 unconnected molecules or ions with the total composition C2H11NO3, with properties calculated with ωB97M-V/def2-TZVPD.

Its structure (SMILES) is NCCO.O.O. For the HOMO energy, the calculation gives -0.37187 hartree. Its HOMO-LUMO gap is 10.851 eV. The charge is 0.

Element x y z (Å)
C -0.647 -0.782 1.098
O -2.002 -1.173 0.627
C 0.507 -1.043 0.071
N 1.753 -0.270 0.598
H -0.484 -1.349 2.005
H -0.622 0.274 1.380
H -2.017 -0.733 -0.201
H 0.150 -0.786 -0.961
H 0.643 -2.063 -0.067
H 1.627 -0.354 1.602
H 2.594 -0.805 0.488
H -0.939 1.511 -1.303
H -2.389 1.609 -1.484
O -1.753 0.996 -1.149
H 1.623 2.043 -1.508
H 1.128 1.142 -0.162
O 0.829 1.783 -1.035

Arrangement B

Below is 3 unconnected molecules or ions with the total composition C2H11NO3, with properties calculated with ωB97M-V/def2-TZVPD.

Its structure (SMILES) is CNCO.O.O. For the HOMO energy, the calculation gives -0.32528 hartree. Its HOMO-LUMO gap is 9.287 eV. The charge is 0.

Element x y z (Å)
C -2.234 -0.724 -0.633
N -1.054 -0.288 -1.410
C 0.163 -0.918 -1.145
O 0.631 -0.967 0.223
H -2.909 -0.911 -1.465
H -2.655 -0.077 0.155
H -2.024 -1.664 -0.110
H -1.254 0.563 -1.891
H 0.009 -1.990 -1.382
H 1.034 -0.687 -1.745
H 0.369 -0.128 0.643
H 2.281 0.529 0.908
H 2.683 -0.783 0.565
O 3.112 0.086 0.677
H -0.573 2.319 2.659
H -1.421 2.970 1.592
O -0.708 2.329 1.717

Computed stability ranking, most favorable first: arrangement A, arrangement B

Arrangement A

Below is a single C4H12NP molecule, with properties calculated with ωB97M-V/def2-TZVPD.

Its structure (SMILES) is CC(C)(C)NP. For the HOMO energy, the calculation gives -0.33481 hartree. Its HOMO-LUMO gap is 10.037 eV. The charge is 0.

Element x y z (Å)
C -1.150 -0.090 -1.370
C -0.252 -1.352 0.598
C -0.593 1.258 0.575
C -0.145 -0.025 -0.215
N 1.256 -0.028 -0.734
P 2.435 0.254 0.442
H -1.258 0.941 -1.801
H -0.855 -0.840 -2.041
H -2.177 -0.225 -1.054
H 0.702 -1.403 1.201
H -0.398 -2.288 0.056
H -1.110 -1.295 1.242
H -1.562 1.587 0.166
H -0.407 1.216 1.707
H 0.143 1.979 0.251
H 1.245 0.668 -1.443
H 1.635 0.634 1.680
H 2.491 -0.989 0.742

Arrangement B

Below is 2 unconnected molecules or ions with the total composition C4H12NP, with properties calculated with ωB97M-V/def2-TZVPD.

For the HOMO energy (alpha / beta), the calculation gives -0.32761 / -0.32687 hartree. Its HOMO-LUMO gap (alpha / beta) is 7.283 / 7.268 eV. The charge is 0.

Element x y z (Å)
C 0.031 -0.782 1.488
C 1.906 0.264 0.161
C -0.447 1.023 -0.479
C 0.403 -0.100 0.093
N 0.339 -1.309 -0.720
P -3.801 -0.321 -2.735
H -0.251 -0.042 2.127
H -0.771 -1.390 1.379
H 0.821 -1.361 1.900
H 2.099 1.380 0.319
H 2.312 -0.011 -0.857
H 2.354 -0.202 0.896
H -1.388 0.769 -0.771
H -0.692 1.747 0.174
H -0.086 1.463 -1.327
H -0.601 -1.526 -0.990
H 1.030 -1.213 -1.448
H -3.787 -0.616 -1.390

Computed stability ranking, most favorable first: arrangement A, arrangement B

Arrangement A

Below is 2 unconnected molecules or ions with the total composition C2H11N5, with properties calculated with ωB97M-V/def2-TZVPD.

Its structure (SMILES) is N=C(N)N.NCN. For the HOMO energy, the calculation gives -0.31700 hartree. Its HOMO-LUMO gap is 9.229 eV. The charge is 0.

Element x y z (Å)
N 1.235 -0.700 1.462
C -0.131 -0.660 1.741
N -0.817 -1.806 1.387
N -0.774 0.359 2.153
H 1.759 -0.032 2.000
H 1.670 -1.612 1.429
H -0.351 -2.687 1.544
H -1.775 -1.762 1.697
H -0.158 1.156 2.286
N 1.102 0.414 -1.638
C -0.220 0.525 -2.251
N -1.191 1.417 -1.641
H 1.572 1.311 -1.647
H 0.999 0.157 -0.663
H -0.074 0.840 -3.285
H -0.645 -0.476 -2.262
H -1.312 1.174 -0.662
H -0.889 2.380 -1.650

Arrangement B

Below is a molecular structure, C2H11N5, with properties calculated with ωB97M-V/def2-TZVPD.

For the HOMO energy (alpha / beta), the calculation gives -0.24810 / -0.24809 hartree. Its HOMO-LUMO gap (alpha / beta) is 7.281 / 7.280 eV. The charge is 0.

Element x y z (Å)
C 1.349 0.742 -0.533
N 1.546 0.038 0.627
N 1.662 0.113 -1.787
H 2.104 -0.797 0.442
H 1.023 -0.650 -1.976
H 1.663 0.764 -2.560
H 0.495 -0.589 0.882
H 1.654 1.788 -0.477
H -0.098 0.764 -0.387
N -1.238 0.351 0.158
N -1.505 1.363 1.124
C -0.919 -0.994 0.582
N -0.915 -1.858 -0.412
H -1.900 0.380 -0.612
H -0.613 1.599 1.555
H -2.114 0.984 1.844
H -0.913 -2.816 -0.078
H -1.280 -1.181 1.604

Computed stability ranking, most favorable first: arrangement A, arrangement B